[1]
ORCA calculation (wB97M-V/def2-TZVPD) on C3H3NOS2 in the gas phase.

Calculated values
Kohn-Sham gap (Ha): 0.28544
Charge: 0
ΔE to the lowest compared entry with this formula, charge and spin (kJ/mol): 234.83
HOMO level (eV): -9.2
Electronic energy (eV): -28365.400

XYZ file:
```
10
C3H3NOS2 | OMol25 | wB97M-V/def2-TZVPD
C 1.28 -1.79 0.55
N 1.56 -0.73 1.21
S 0.84 0.76 0.81
C -0.58 0.49 -0.19
O -0.99 -0.58 -0.55
C -1.27 1.83 -0.58
S -2.32 1.79 -1.78
H 0.69 -1.85 -0.36
H 1.81 -2.69 0.88
H -1.03 2.77 0.00
```


[2]
ORCA calculation (wB97M-V/def2-TZVPD) on a molecular structure, CHCuF3NO4S2.

Calculated values
Kohn-Sham gap (Ha): 0.19736
Charge: -2
HOMO level (eV): 0.8
Electronic energy (eV): -85191.607

XYZ file:
```
13
CHCuF3NO4S2 | OMol25 | wB97M-V/def2-TZVPD
N 1.18 2.09 0.02
S -0.46 2.45 -0.59
O -3.51 0.39 -0.32
S 1.46 0.73 0.70
O 0.38 0.21 1.59
O 2.89 0.74 1.11
C 1.53 -0.79 -0.45
F 0.31 -1.07 -0.95
F 2.35 -0.60 -1.48
F 1.95 -1.89 0.19
Cu -1.64 0.34 0.73
O -3.26 -1.06 0.14
H -3.18 -1.54 -0.69
```


[3]
ORCA calculation (wB97M-V/def2-TZVPD) on a molecular structure, C5H30N3O7.

Calculated values
Kohn-Sham gap (Ha): 0.34126
Charge: +1
ΔE to the lowest compared entry with this formula, charge and spin (kJ/mol): 157.60
HOMO level (eV): -11.6
Electronic energy (eV): -24467.923

XYZ file:
```
45
C5H30N3O7 | OMol25 | wB97M-V/def2-TZVPD
N 2.16 1.44 0.13
C 1.77 0.00 0.31
C 2.75 -0.87 -0.46
C 0.36 -0.27 -0.18
N -0.63 0.69 0.34
C -2.02 0.21 0.19
C -2.48 -0.66 1.34
N -1.79 -1.96 1.37
H 3.17 1.50 0.08
H 1.80 2.00 0.94
H 1.78 1.82 -0.73
H 1.83 -0.22 1.37
H 2.74 -0.66 -1.53
H 2.47 -1.92 -0.39
H 3.78 -0.79 -0.10
H 0.30 -0.24 -1.27
H 0.15 -1.31 0.07
H -0.45 0.88 1.32
H -2.09 -0.31 -0.76
H -2.63 1.11 0.13
H -3.57 -0.74 1.30
H -2.31 -0.16 2.29
H -1.54 -2.26 0.42
H -2.36 -2.68 1.82
H -1.07 -2.30 -3.14
H -1.90 -3.64 -3.12
O -1.51 -2.94 -2.54
H -0.88 1.32 4.49
H -0.63 0.18 3.42
O -0.58 1.16 3.59
H 0.65 2.14 2.88
H 1.84 3.10 3.13
O 1.37 2.64 2.42
H -0.50 2.07 -0.89
H -0.54 3.43 -1.71
O -0.04 2.58 -1.60
H -0.62 -2.16 3.62
H -1.52 -1.53 2.49
O -0.63 -1.47 2.95
H 0.61 1.59 -2.92
H 1.36 1.57 -4.29
O 1.17 1.04 -3.51
H 0.23 -1.64 -5.01
H 0.26 -0.45 -4.00
O -0.23 -1.27 -4.27
```


[4]
ORCA calculation (wB97M-V/def2-TZVPD) on 8 unconnected molecules or ions with the total composition C14H46BO14.

Calculated values
Kohn-Sham gap (Ha): 0.32660
Charge: -1
ΔE to the lowest compared entry with this formula, charge and spin (kJ/mol): 275.46
HOMO level (eV): -6.3
Electronic energy (eV): -44600.568

XYZ file:
```
75
C14H46BO14 | OMol25 | wB97M-V/def2-TZVPD
B 0.30 -0.28 0.30
H 0.73 -0.10 1.27
H 0.50 -1.29 -0.02
H -0.78 -0.22 0.39
H 0.63 0.44 -0.43
C -1.88 -1.87 3.03
C -2.93 -1.32 2.10
O -2.67 -1.71 0.77
O -0.64 -1.18 3.11
H -1.72 -2.95 2.95
H -2.37 -1.72 3.99
H -2.77 -0.24 2.15
H -3.95 -1.65 2.30
H -1.79 -1.37 0.60
H -0.24 -1.01 2.25
C 1.54 -3.68 2.09
C 2.52 -4.87 2.23
O 2.62 -5.59 1.01
O 1.71 -2.97 0.84
H 1.74 -2.90 2.82
H 0.54 -4.07 2.26
H 2.07 -5.57 2.93
H 3.50 -4.55 2.60
H 1.73 -5.86 0.76
H 1.06 -2.26 0.77
C -0.04 3.57 0.50
C -1.49 3.02 0.72
O -1.37 1.80 1.41
O 0.59 3.91 1.71
H -0.05 4.49 -0.08
H 0.60 2.88 -0.05
H -1.85 2.95 -0.30
H -2.16 3.74 1.21
H -0.90 1.13 0.90
H 1.18 3.21 1.98
C 3.65 0.49 3.58
C 2.50 1.42 3.12
O 2.34 1.48 1.68
O 3.38 -0.89 3.54
H 3.88 0.78 4.61
H 4.60 0.67 3.08
H 2.99 2.36 3.36
H 1.57 1.24 3.66
H 1.93 0.68 1.34
H 3.44 -1.27 4.42
C -3.20 0.01 -1.95
C -3.88 0.84 -3.01
O -4.77 1.85 -2.49
O -4.17 -0.88 -1.39
H -2.83 0.62 -1.13
H -2.39 -0.58 -2.39
H -4.35 0.30 -3.83
H -3.09 1.44 -3.47
H -4.87 2.60 -3.09
H -3.78 -1.23 -0.59
C -0.53 2.25 -2.91
C -1.22 3.48 -3.49
O -1.18 4.61 -2.55
O -0.51 1.29 -3.95
H -1.20 1.76 -2.21
H 0.44 2.39 -2.42
H -2.27 3.31 -3.69
H -0.76 3.69 -4.46
H -2.08 4.95 -2.59
H -0.27 0.45 -3.55
C 3.07 -1.05 -3.02
C 1.72 -1.74 -3.36
O 0.72 -0.98 -2.65
O 3.24 -0.98 -1.64
H 2.95 -0.11 -3.56
H 3.83 -1.68 -3.48
H 1.62 -2.78 -3.05
H 1.63 -1.67 -4.44
H 0.89 -0.97 -1.71
H 3.00 -0.09 -1.39
```


[5]
ORCA calculation (wB97M-V/def2-TZVPD) on 11 unconnected molecules or ions with the total composition C44H67N7O8S4.

Calculated values
Kohn-Sham gap (Ha): 0.29863
Charge: 0
ΔE to the lowest compared entry with this formula, charge and spin (kJ/mol): 714.99
HOMO level (eV): -7.9
Electronic energy (eV): -116855.037

XYZ file:
```
130
C44H67N7O8S4 | OMol25 | wB97M-V/def2-TZVPD
O 16.79 -0.17 -11.27
S 16.98 0.52 -9.95
O 16.61 -0.29 -8.86
C 18.68 1.21 -9.81
C 18.59 2.33 -10.81
C 17.35 3.19 -10.69
C 16.17 2.25 -10.15
H 19.28 0.30 -9.85
H 18.77 1.67 -8.83
H 19.47 2.97 -10.82
H 18.37 1.91 -11.80
H 17.18 3.76 -11.60
H 17.59 3.96 -9.96
H 15.37 2.28 -10.89
H 15.78 2.53 -9.17
O 14.46 -6.81 -3.26
S 14.84 -5.52 -2.73
O 16.19 -5.23 -2.27
C 14.15 -4.12 -3.72
C 13.26 -3.21 -2.71
C 13.68 -3.55 -1.33
C 13.83 -5.03 -1.17
H 13.42 -4.64 -4.35
H 14.94 -3.69 -4.33
H 13.18 -2.14 -2.93
H 12.21 -3.49 -2.79
H 13.12 -2.98 -0.59
H 14.66 -3.12 -1.14
H 12.89 -5.57 -1.26
H 14.46 -5.43 -0.37
O 27.06 -0.54 -3.70
S 25.81 -0.54 -4.50
O 25.69 -1.16 -5.84
C 24.36 -1.01 -3.39
C 23.41 0.19 -3.42
C 23.78 1.20 -4.59
C 25.24 1.20 -4.73
H 24.70 -1.01 -2.36
H 24.03 -2.05 -3.50
H 22.36 -0.13 -3.46
H 23.51 0.49 -2.38
H 23.27 2.15 -4.41
H 23.31 0.82 -5.50
H 25.73 1.76 -3.94
H 25.57 1.62 -5.69
O 18.32 2.43 -3.55
S 17.22 3.38 -3.30
O 16.21 3.67 -4.33
C 16.34 3.08 -1.72
C 16.05 4.47 -1.06
C 17.24 5.35 -1.44
C 17.97 5.01 -2.81
H 17.04 2.59 -1.05
H 15.52 2.39 -1.94
H 15.18 4.77 -1.64
H 15.64 4.49 -0.05
H 17.93 5.34 -0.60
H 16.86 6.37 -1.49
H 19.05 4.89 -2.83
H 17.77 5.86 -3.46
C 11.74 -3.25 -15.09
C 10.46 -3.76 -15.07
C 10.25 -4.78 -14.13
N 11.53 -5.03 -13.79
C 12.39 -4.06 -14.29
H 12.22 -2.55 -15.75
H 9.62 -3.47 -15.69
H 9.47 -5.48 -13.86
H 11.80 -5.79 -13.18
H 13.42 -3.99 -13.98
C 21.82 2.51 -18.02
C 21.42 1.29 -17.49
C 22.20 0.24 -18.18
N 22.86 0.92 -19.19
C 22.37 2.27 -19.24
H 21.53 3.45 -17.58
H 20.85 1.03 -16.61
H 22.21 -0.81 -17.94
H 23.57 0.56 -19.81
H 22.83 2.94 -19.94
C 20.95 7.60 -13.14
C 22.13 6.88 -13.15
C 22.53 6.85 -14.49
N 21.71 7.64 -15.27
C 20.78 8.02 -14.37
H 20.32 7.88 -12.30
H 22.75 6.42 -12.40
H 23.38 6.53 -15.07
H 21.77 8.01 -16.21
H 20.00 8.69 -14.72
C 21.87 -5.53 -6.16
C 20.85 -4.63 -5.81
C 20.82 -4.53 -4.46
N 21.52 -5.65 -4.01
C 22.21 -6.24 -5.00
H 22.11 -5.81 -7.17
H 20.26 -3.96 -6.43
H 20.39 -3.91 -3.69
H 21.38 -6.11 -3.12
H 22.72 -7.19 -5.00
C 14.31 10.55 -5.13
C 15.21 9.48 -5.20
C 14.90 8.76 -6.36
N 13.81 9.43 -7.01
C 13.46 10.52 -6.24
H 14.23 11.35 -4.41
H 16.09 9.30 -4.59
H 15.16 7.76 -6.69
H 13.39 9.15 -7.89
H 12.68 11.15 -6.63
C 12.11 7.65 -10.86
C 11.44 6.70 -10.10
C 10.25 7.36 -9.67
N 10.19 8.70 -10.09
C 11.30 8.84 -10.87
H 13.04 7.49 -11.38
H 11.64 5.65 -9.95
H 9.44 7.06 -9.01
H 9.37 9.21 -9.80
H 11.35 9.81 -11.35
C 13.73 5.17 -16.28
C 13.85 3.90 -15.73
C 15.22 3.59 -15.81
N 15.88 4.64 -16.49
C 14.96 5.64 -16.79
H 12.78 5.68 -16.37
H 13.18 3.26 -15.18
H 15.75 2.72 -15.44
H 16.87 4.76 -16.64
H 15.24 6.45 -17.45
```


[6]
ORCA calculation (wB97M-V/def2-TZVPD) on a molecular structure, C7H18ClN4O8S3.

Calculated values
Kohn-Sham gap (Ha): 0.32550
Charge: -1
HOMO level (eV): -6.2
Electronic energy (eV): -74919.883

XYZ file:
```
41
C7H18ClN4O8S3 | OMol25 | wB97M-V/def2-TZVPD
C -2.37 2.27 -1.06
C -2.88 1.00 -1.79
Cl -3.53 1.56 -3.42
C -4.05 0.30 -1.06
S -3.48 -0.89 0.22
O -3.12 -0.17 1.48
O -4.69 -1.73 0.49
N -2.30 -1.90 -0.39
S -0.76 -1.43 0.07
O -0.50 -2.02 1.42
O -0.53 0.05 0.11
C 0.37 -2.30 -1.07
C 1.39 -1.39 -1.82
N 2.35 -2.33 -2.45
N 2.13 -0.48 -0.93
N 0.79 -0.59 -2.88
H -1.81 2.87 -1.80
H -3.19 2.90 -0.68
H -1.69 2.05 -0.23
H -2.05 0.32 -2.01
H -4.73 1.05 -0.62
H -4.63 -0.29 -1.78
H 0.90 -3.14 -0.59
H -0.26 -2.77 -1.85
H 2.88 -2.75 -1.69
H 3.01 -1.79 -3.00
H 2.23 -0.85 0.00
H 3.03 -0.30 -1.35
H 0.27 -1.22 -3.49
H 0.07 -0.03 -2.42
C 1.61 1.62 2.47
C 1.65 0.67 3.65
O 3.03 0.28 3.75
S 3.97 1.50 3.29
O 4.41 2.21 4.45
O 4.88 1.02 2.30
O 2.83 2.38 2.57
H 1.62 1.07 1.53
H 0.75 2.27 2.50
H 1.01 -0.20 3.50
H 1.37 1.17 4.58
```


[7]
ORCA calculation (wB97M-V/def2-TZVPD) on C17H15FN4O3S2 in the gas phase.

Calculated values
Kohn-Sham gap (Ha): 0.34148
Charge: 0
ΔE to the lowest compared entry with this formula, charge and spin (kJ/mol): 8.50
HOMO level (eV): -9.1
Electronic energy (eV): -54362.587

XYZ file:
```
42
C17H15FN4O3S2 | OMol25 | wB97M-V/def2-TZVPD
O 2.90 2.31 3.55
C 1.85 1.71 3.68
C 0.60 2.51 3.97
S -0.27 3.06 2.43
C -0.60 1.52 1.66
N -0.96 0.46 2.35
N -1.03 -0.59 1.53
C -0.83 -0.08 0.31
C -0.86 -0.87 -1.00
N -1.92 -0.41 -1.89
C -1.75 0.15 -3.13
O -0.68 0.04 -3.71
C -2.88 0.81 -3.79
C -2.86 1.35 -5.06
C -4.15 1.89 -5.49
C -5.10 1.81 -4.51
S -4.50 1.04 -3.07
O -0.56 1.23 0.31
N 1.80 0.35 3.53
C 2.94 -0.49 3.17
C 2.66 -1.25 1.89
C 3.11 -0.91 0.63
C 2.89 -1.76 -0.49
C 2.18 -2.95 -0.36
F 2.08 -3.78 -1.40
C 1.70 -3.27 0.89
C 1.98 -2.49 2.00
H -0.11 1.91 4.57
H 0.86 3.39 4.51
H 0.09 -0.75 -1.47
H -0.98 -1.93 -0.78
H -2.84 -0.27 -1.49
H -1.98 1.38 -5.70
H -4.29 2.31 -6.49
H -6.09 2.19 -4.58
H 0.87 -0.03 3.39
H 3.14 -1.10 4.05
H 3.88 0.06 3.03
H 3.65 0.02 0.45
H 3.24 -1.50 -1.47
H 1.17 -4.20 1.01
H 1.65 -2.87 2.96
```


[8]
ORCA calculation (wB97M-V/def2-TZVPD) on 6 unconnected molecules or ions with the total composition CH15NO5.

Calculated values
Kohn-Sham gap (Ha): 0.40892
Charge: 0
ΔE to the lowest compared entry with this formula, charge and spin (kJ/mol): 191.96
HOMO level (eV): -10.7
Electronic energy (eV): -13006.881

XYZ file:
```
22
CH15NO5 | OMol25 | wB97M-V/def2-TZVPD
C -0.27 1.28 -1.04
N -1.39 0.31 -0.89
H -0.16 1.57 -2.09
H -0.23 2.24 -0.55
H 0.60 0.71 -0.63
H -2.16 0.95 -0.75
H -1.30 0.02 0.13
O -0.02 3.18 2.36
H -0.20 2.73 3.19
H -0.57 3.92 2.55
O -0.95 0.56 2.52
H -0.38 -0.19 2.31
H -0.85 1.30 1.88
O 2.57 -2.06 -1.31
H 1.71 -1.61 -1.56
H 3.32 -1.52 -1.52
O -0.10 -1.70 -1.98
H -0.65 -0.87 -2.11
H -0.46 -2.52 -1.55
O 0.47 -2.87 0.70
H 1.35 -2.81 0.23
H -0.33 -2.64 0.10
```


[9]
ORCA calculation (wB97M-V/def2-TZVPD) on a molecular structure, C43H55BaN10OPS2.

Calculated values
Kohn-Sham gap (Ha): 0.21050
Charge: 0
HOMO level (eV): -6.3
Electronic energy (eV): -94086.606

XYZ file:
```
113
C43H55BaN10OPS2 | OMol25 | wB97M-V/def2-TZVPD
Ba 0.22 0.70 0.36
C -1.29 3.84 -3.40
C -0.95 2.98 -2.22
N 0.18 2.94 -1.65
C 1.28 3.80 -2.09
C 2.56 3.38 -1.39
N 2.48 3.59 0.06
C 3.30 2.66 0.84
C 2.79 2.50 2.27
N 1.40 2.02 2.22
C 0.95 1.19 3.37
C -0.61 1.23 3.48
N -1.25 1.23 2.16
C -2.36 0.74 1.80
C -3.29 -0.07 2.65
C -2.74 1.03 0.34
C -3.93 0.65 -0.25
C -4.15 0.98 -1.59
C -3.21 1.72 -2.28
C -2.05 2.10 -1.62
N -1.84 1.74 -0.36
H -0.79 4.81 -3.32
H -2.36 4.03 -3.48
H -0.96 3.37 -4.33
H 1.04 4.84 -1.83
H 1.42 3.74 -3.17
H 3.39 3.96 -1.80
H 2.75 2.32 -1.63
H 1.51 3.49 0.34
H 4.33 3.02 0.87
H 3.32 1.67 0.36
H 2.84 3.44 2.82
H 3.42 1.77 2.78
H 0.80 2.86 2.27
H 1.33 1.58 4.32
H 1.30 0.16 3.25
H -0.83 2.20 3.92
H -0.96 0.46 4.17
H -2.89 -0.20 3.65
H -3.46 -1.05 2.21
H -4.26 0.43 2.73
H -4.68 0.10 0.31
H -5.07 0.68 -2.07
H -3.37 1.99 -3.32
S 0.35 4.42 4.57
C -0.68 5.11 3.35
N -0.88 4.69 2.11
C -1.75 5.54 1.43
C -2.14 5.39 0.10
C -3.01 6.30 -0.47
C -3.52 7.38 0.27
C -3.14 7.54 1.59
C -2.25 6.63 2.16
S -1.57 6.56 3.75
H -1.75 4.56 -0.45
H -3.31 6.19 -1.51
H -4.20 8.08 -0.19
H -3.52 8.37 2.18
O 0.00 -1.30 1.49
P 0.44 -2.74 1.30
N 1.91 -2.77 0.62
C 2.46 -3.96 -0.07
C 3.93 -3.58 -0.35
C 3.96 -2.05 -0.24
C 2.99 -1.79 0.91
N -0.67 -3.54 0.44
C -1.39 -2.81 -0.65
C -1.95 -3.93 -1.54
C -1.02 -5.12 -1.27
C -0.75 -5.00 0.23
N 0.51 -3.62 2.69
C 1.68 -3.48 3.59
C 1.30 -4.33 4.81
C -0.24 -4.52 4.73
C -0.67 -3.61 3.58
H 1.91 -4.12 -1.00
H 2.39 -4.86 0.53
H 4.25 -3.94 -1.33
H 4.58 -4.02 0.41
H 3.55 -1.60 -1.15
H 4.95 -1.66 -0.04
H 2.63 -0.76 0.90
H 3.47 -1.99 1.87
H -0.72 -2.16 -1.20
H -2.19 -2.20 -0.23
H -1.97 -3.64 -2.59
H -2.97 -4.19 -1.24
H -0.09 -5.00 -1.82
H -1.47 -6.08 -1.53
H 0.16 -5.51 0.56
H -1.58 -5.41 0.80
H 1.82 -2.43 3.88
H 2.58 -3.83 3.10
H 1.60 -3.83 5.74
H 1.80 -5.29 4.78
H -0.74 -4.26 5.66
H -0.48 -5.55 4.49
H -0.87 -2.59 3.94
H -1.55 -3.97 3.05
N 0.69 -4.00 -9.17
C 0.76 -3.47 -8.15
C 0.84 -2.80 -6.85
C 1.08 -1.44 -6.78
C 1.13 -0.80 -5.55
C 0.96 -1.52 -4.36
C 0.73 -2.90 -4.45
C 0.67 -3.54 -5.68
C 0.98 -0.87 -3.08
C 1.00 -0.30 -1.97
H 1.21 -0.87 -7.69
H 1.32 0.26 -5.49
H 0.60 -3.46 -3.54
H 0.49 -4.60 -5.74
```